[1]
# C2H4N4

C2H4N4 in the gas phase (ωB97M-V/def2-TZVPD, the OMol25 dataset).

XYZ file:
```
10
Properties=species:S:1:pos:R:3:mulliken_charge:R:1
N 2.06227 -0.03613 -0.19705 -0.11
C 0.59911 -0.02344 -0.04121 0.63
N 1.17144 -0.85647 0.74649 -0.44
N -1.83455 -0.52524 0.73936 -0.58
C -1.60289 0.34156 -0.16607 0.02
N -0.32064 0.64515 -0.62013 -0.63
H 2.63584 0.67347 0.24677 0.26
H 2.49816 -0.55655 -0.95116 0.26
H -2.83437 -0.59208 0.91900 0.22
H -2.37438 0.92973 -0.67601 0.37
```

As for the strongest force on any atom: 0.0110 Eh/bohr. Its spin multiplicity is 1. For the energy above the lowest of the compared OMol25 structures with the same formula, charge and spin, the calculation gives 75.5 kcal/mol. The HOMO energy is -8.9 eV.



[2]
# C2H4N4

C2H4N4 in the gas phase in a non-equilibrium geometry (ωB97M-V/def2-TZVPD, the OMol25 dataset).

XYZ file:
```
10
Properties=species:S:1:pos:R:3:mulliken_charge:R:1
C 0.36730 -1.29487 -0.78589 -0.81
C 0.12680 0.01147 -0.22250 0.60
H 1.47729 -1.55229 -0.58685 0.24
H -0.20675 -2.21760 -0.44374 0.24
H -0.00618 -1.23199 -1.83661 0.29
H -0.36873 1.70066 2.19970 0.28
N -0.75838 0.90571 -0.75662 -0.17
N -0.93267 1.82966 0.13318 -0.44
N -0.19446 1.48847 1.22691 0.26
N 0.49577 0.36079 1.07243 -0.50
```

As for the strongest force on any atom: 0.0749 Eh/bohr. Its spin multiplicity is 1. For the energy above the lowest of the compared OMol25 structures with the same formula, charge and spin, the calculation gives 44.5 kcal/mol. The SMILES is Cc1nn[nH]n1. The HOMO energy is -10.1 eV.



[3]
# C2H4N4

C2H4N4 in the gas phase in a non-equilibrium geometry (ωB97M-V/def2-TZVPD, the OMol25 dataset).

XYZ file:
```
10
Properties=species:S:1:pos:R:3:mulliken_charge:R:1
C 1.63737 -0.41875 -0.00751 0.16
C 0.23150 0.13213 0.30897 0.36
N 2.75902 -0.65869 -0.02339 -0.38
N -0.01657 1.45190 -0.24709 -0.49
N -1.06869 -1.71822 -0.35940 -0.46
N -1.11967 -0.57870 0.15617 -0.01
H 0.44260 0.06017 1.40664 0.13
H -0.30359 1.98693 0.49558 0.22
H -2.05749 -1.94963 -0.64026 0.25
H -0.50447 1.69285 -1.08972 0.23
```

As for the strongest force on any atom: 0.0526 Eh/bohr. Its spin multiplicity is 1. For the energy above the lowest of the compared OMol25 structures with the same formula, charge and spin, the calculation gives 73.5 kcal/mol. The SMILES is [H]/N=N/[C@H](N)C#N. The HOMO energy is -10.1 eV.



[4]
# C2H4N4

C2H4N4 in the gas phase in a non-equilibrium geometry (ωB97M-V/def2-TZVPD, the OMol25 dataset).

XYZ file:
```
10
Properties=species:S:1:pos:R:3:mulliken_charge:R:1
C -0.79834 0.04622 0.07863 0.26
C 1.45229 -0.54238 -0.04115 -0.02
H -2.36231 0.69213 0.21836 0.25
H -0.12195 -2.11475 -0.26021 0.34
H 2.49544 -0.98539 -0.19510 0.33
H -0.18838 2.20861 0.06625 0.24
N -1.97763 -0.22081 -0.12435 -0.59
N 0.15395 -1.02188 0.23026 -0.34
N 1.33970 0.76783 -0.02606 -0.56
N 0.00723 1.17043 0.05337 0.08
```

As for the strongest force on any atom: 0.1146 Eh/bohr. Its spin multiplicity is 1. For the energy above the lowest of the compared OMol25 structures with the same formula, charge and spin, the calculation gives 59.0 kcal/mol. The SMILES is [H]/N=c1/[nH]cn[nH]1. The HOMO energy is -8.4 eV.



[5]
# C2H4N4

2 unconnected molecules or ions with the total composition C2H4N4 in a non-equilibrium geometry (ωB97M-V/def2-TZVPD, the OMol25 dataset).

XYZ file:
```
10
Properties=species:S:1:pos:R:3:mulliken_charge:R:1
C -1.30362 -0.32079 0.20718 -0.65
N -0.35618 -0.30244 -0.91640 -0.53
C 1.53845 1.58059 0.33476 0.09
N 1.59132 1.28996 1.45031 -0.38
N 1.30663 -1.98109 -0.95131 -0.44
N 0.48666 -1.20268 -0.88180 0.75
H -0.79023 -0.19506 1.16759 0.29
H -1.88887 -1.24747 0.22088 0.30
H -1.98147 0.51946 0.05532 0.26
H 1.47366 1.83780 -0.70306 0.31
```

As for the strongest force on any atom: 0.0253 Eh/bohr. Its spin multiplicity is 1. For the energy above the lowest of the compared OMol25 structures with the same formula, charge and spin, the calculation gives 67.1 kcal/mol. The HOMO energy is -9.7 eV.



[6]
# C2H4N4

C2H4N4 in the gas phase in a non-equilibrium geometry (ωB97M-V/def2-TZVPD, the OMol25 dataset).

XYZ file:
```
10
Properties=species:S:1:pos:R:3:mulliken_charge:R:1
C 1.60752 0.47618 -0.08016 0.12
C 0.25085 -1.12801 0.04424 0.07
N 1.51618 -0.82856 0.05007 -0.59
N 0.55288 1.14387 -0.17685 -0.49
N -0.51236 -0.07362 0.08115 0.38
N -1.88578 0.11325 -0.07069 -0.75
H 2.61899 1.03894 -0.15100 0.32
H 0.11864 -2.15800 0.31058 0.36
H -1.96868 0.96283 -0.78673 0.32
H -2.29824 0.45312 0.77940 0.26
```

As for the strongest force on any atom: 0.1046 Eh/bohr. Its spin multiplicity is 1. For the energy above the lowest of the compared OMol25 structures with the same formula, charge and spin, the calculation gives 65.2 kcal/mol. The SMILES is Nn1cncn1. The HOMO energy is -9.9 eV.



[7]
# C2H4N4O

C2H4N4O in the gas phase (ωB97M-V/def2-TZVPD, the OMol25 dataset).

XYZ file:
```
11
Properties=species:S:1:pos:R:3:mulliken_charge:R:1
N 2.20297 0.41338 0.09531 -0.47
C 0.87392 0.03823 0.03122 0.48
N 0.49703 -1.22004 0.14515 -0.75
N -0.86198 -1.09761 0.09869 0.25
C -1.19674 0.18372 -0.06528 0.50
O -2.49416 0.51009 -0.17728 -0.49
N -0.13420 0.95484 -0.11079 -0.61
H 2.82891 -0.37055 -0.03297 0.28
H 2.43167 1.19508 -0.50222 0.25
H -1.47204 -1.89523 0.15828 0.23
H -2.67539 1.28808 0.35989 0.35
```

As for the strongest force on any atom: 0.0066 Eh/bohr. Its spin multiplicity is 1. For the energy above the lowest of the compared OMol25 structures with the same formula, charge and spin, the calculation gives 6.0 kcal/mol. The SMILES is Nc1n[nH]c(O)n1. The HOMO energy is -8.6 eV.



[8]
# C2H4N4O

C2H4N4O in the gas phase in a non-equilibrium geometry (ωB97M-V/def2-TZVPD, the OMol25 dataset).

XYZ file:
```
11
Properties=species:S:1:pos:R:3:mulliken_charge:R:1
C 0.66350 0.31970 0.03368 0.47
C -1.62334 -0.40005 0.04455 -0.77
N 1.75654 1.14629 0.11641 -0.29
N 1.16858 -1.03699 -0.07137 -0.28
N 2.75918 0.41940 0.06362 -0.08
N -0.61498 0.63310 0.15584 -0.24
O 2.49447 -0.86950 -0.08107 0.01
H -2.66785 0.10984 -0.16600 0.27
H -1.30822 -0.89927 -0.82855 0.37
H -1.67436 -0.95556 0.99702 0.24
H -0.95352 1.53304 -0.26413 0.31
```

As for the strongest force on any atom: 0.1186 Eh/bohr. Its spin multiplicity is 1. For the energy above the lowest of the compared OMol25 structures with the same formula, charge and spin, the calculation gives 94.4 kcal/mol. The SMILES is CNc1nnon1. The HOMO energy is -9.3 eV.



[9]
# C2H4N4O

C2H4N4O in the gas phase in a non-equilibrium geometry (ωB97M-V/def2-TZVPD, the OMol25 dataset).

XYZ file:
```
11
Properties=species:S:1:pos:R:3:mulliken_charge:R:1
C 0.24827 0.43025 -0.20158 0.67
C -0.88865 1.18909 -0.06230 -0.23
H 2.01036 -1.10865 -0.43160 0.23
H 3.30526 0.08498 0.11446 0.29
H -1.02751 2.34618 0.03928 0.32
H -2.11893 -1.35809 0.61529 0.26
N 2.29656 -0.41278 0.19794 -0.45
N 1.42968 0.70216 0.02679 -0.40
N -1.83576 0.29741 0.15948 -0.32
N -1.55639 -0.91768 -0.02722 -0.04
O -0.08320 -0.92053 -0.15663 -0.31
```

As for the strongest force on any atom: 0.1271 Eh/bohr. Its spin multiplicity is 1. For the energy above the lowest of the compared OMol25 structures with the same formula, charge and spin, the calculation gives 133.4 kcal/mol. The SMILES is N/N=c1/cn[nH]o1. The HOMO energy is -8.1 eV.



[10]
# C2H4N4O2

C2H4N4O2 in the gas phase in a non-equilibrium geometry (ωB97M-V/def2-TZVPD, the OMol25 dataset).

XYZ file:
```
12
Properties=species:S:1:pos:R:3:mulliken_charge:R:1
C -0.30964 0.46066 1.60519 -0.65
C 1.05409 -0.26552 -1.19592 0.53
H 0.71680 0.88194 1.83221 0.29
H -1.15314 1.31659 1.35922 0.25
H -0.59724 0.14623 2.79294 0.28
H -0.18672 -1.54681 0.98751 0.30
N -0.71814 -0.58395 0.59584 -0.65
N -0.26259 -0.21935 -0.60232 0.51
N -0.27237 0.45963 -2.69285 0.04
N 0.95500 0.20552 -2.56172 -0.13
O -1.18650 -0.21182 -1.69211 -0.21
O 1.96047 -0.64312 -0.42799 -0.55
```

As for the strongest force on any atom: 0.1118 Eh/bohr. Its spin multiplicity is 1. For the energy above the lowest of the compared OMol25 structures with the same formula, charge and spin, the calculation gives 142.8 kcal/mol. The SMILES is CNn1onnc1=O. The HOMO energy is -9.9 eV.



The records above yield orbital gap values of 0.3470, 0.4040, 0.3798, 0.3352, 0.3913, 0.3985, 0.3406, 0.3666, 0.3194, 0.3205 Ha, respectively.